1.
Below is 9 unconnected molecules or ions with the total composition C41H78Br17FN3O4S in a non-equilibrium geometry, with properties calculated with wB97M-V/def2-TZVPD.

Geometry as XYZ:
```
145
C41H78Br17FN3O4S, DFT wB97M-V/def2-TZVPD
C 8.63126 -0.01097 2.02446
C 8.75246 1.40226 1.20426
C 7.35837 2.20323 1.10136
C 6.57717 1.97391 -0.31733
C 5.10904 1.36514 -0.04792
C 3.93800 1.96498 -0.98225
C 3.16304 0.87344 -1.87991
C 2.36696 -0.24397 -0.98432
C 0.97306 0.37604 -0.44639
N -0.23218 -0.49490 -0.66367
C -1.35339 0.21236 -0.80319
F -1.59428 1.60327 -0.74528
C -2.65453 -0.68110 -1.08851
Br -3.45753 -0.49052 -2.89390
C -3.91902 -0.41573 -0.06453
O -5.02688 0.14994 -0.81952
C -6.24368 -0.62125 -0.55469
C -7.50393 0.31517 -0.99942
O -7.67516 1.36537 -0.00418
C -8.84706 1.04020 0.79771
C -9.06402 2.16748 1.95928
O -8.38666 1.84251 3.19874
C -6.95063 2.04116 3.10585
C -6.23531 0.59228 3.22190
C -1.98377 -2.11164 -0.67263
C -2.70717 -3.42279 -1.26213
N -3.00216 -4.48687 -0.25681
C -0.34369 -2.01792 -0.74312
C 0.05559 -2.86220 0.58585
C 1.39960 -3.73602 0.45444
C 2.74923 -2.95644 0.92955
S 3.87317 -3.98261 1.99084
N 0.12956 -2.63424 -2.01928
C -0.26349 -1.98074 -3.07735
O -0.50277 -1.37471 -4.13064
H 9.59168 -0.25487 2.62152
H 8.38364 -0.83647 1.26724
H 7.76307 0.08430 2.78160
H 9.23046 1.13928 0.19212
H 9.55302 2.01315 1.78431
H 7.61553 3.32517 1.22987
H 6.72060 1.90421 2.00931
H 7.18614 1.14414 -0.85734
H 6.59294 2.95266 -0.91102
H 4.82261 1.61466 1.05180
H 5.11545 0.21244 -0.10433
H 3.17934 2.58121 -0.34874
H 4.44078 2.74754 -1.67782
H 2.46327 1.44935 -2.58461
H 3.94724 0.34451 -2.55279
H 2.25648 -1.16573 -1.65357
H 3.03096 -0.40729 -0.05845
H 0.88117 1.42536 -0.94012
H 1.07042 0.59904 0.69100
H -4.29588 -1.40846 0.41106
H -3.64038 0.35249 0.76297
H -6.30456 -1.56172 -1.22073
H -6.37495 -0.87046 0.57220
H -7.28097 0.76177 -2.03206
H -8.45930 -0.33741 -1.09851
H -8.69830 0.03566 1.34175
H -9.78343 1.00509 0.13137
H -8.64701 3.15995 1.53891
H -10.19520 2.20556 2.14703
H -6.59526 2.74082 3.96015
H -6.64716 2.52999 2.11423
H -5.16473 0.68789 2.79803
H -6.24438 0.21601 4.30593
H -6.84788 -0.13562 2.56120
H -2.28214 -2.14459 0.45351
H -2.11830 -3.94040 -2.12060
H -3.72928 -3.13770 -1.74362
H -3.03774 -4.13273 0.71180
H -2.40495 -5.31878 -0.35923
H -0.77899 -3.60198 0.91360
H 0.17192 -2.13171 1.48456
H 1.57370 -4.22094 -0.56715
H 1.28441 -4.61919 1.20582
H 3.31761 -2.70699 -0.05136
H 2.43684 -1.95049 1.38474
H 5.11960 -3.32878 2.01940
Br 3.78598 -0.34736 -5.52432
C 1.93615 -0.29007 -6.13746
C 1.75863 0.71765 -7.24569
Br 1.72345 2.53722 -6.54527
H 1.31746 -0.08502 -5.26379
H 1.72542 -1.29859 -6.49790
H 0.79239 0.58449 -7.73586
H 2.55009 0.68113 -7.99526
Br 5.41719 -1.29920 4.81719
C 5.58049 0.62446 5.08684
C 4.22882 1.26465 5.28554
Br 3.27716 1.44747 3.59184
H 6.12526 1.02118 4.22929
H 6.19293 0.73462 5.98341
H 4.33698 2.28420 5.66017
H 3.57772 0.70246 5.95597
Br -12.47355 0.08776 -1.97257
C -11.12680 0.57175 -3.29684
C -10.72396 2.01986 -3.16367
Br -12.07973 3.20231 -3.91499
H -11.54033 0.32603 -4.27547
H -10.27807 -0.08324 -3.09088
H -9.82027 2.22267 -3.74172
H -10.56757 2.33265 -2.13031
Br 9.82480 5.05348 -0.24353
C 9.75466 5.40335 -2.15960
C 8.72036 4.53807 -2.83551
Br 9.36391 2.71054 -3.05733
H 10.76320 5.25509 -2.54722
H 9.48855 6.45838 -2.24572
H 8.52370 4.89331 -3.84884
H 7.77967 4.47883 -2.28654
Br -5.77083 -6.49472 -5.57923
C -5.01327 -4.71815 -5.84101
C -4.60759 -4.09819 -4.52681
Br -6.16004 -3.43821 -3.54759
H -5.75532 -4.13241 -6.38457
H -4.14057 -4.87255 -6.47801
H -3.98283 -3.21786 -4.69267
H -4.08538 -4.79004 -3.86431
Br 13.42912 5.94135 0.37546
C 13.61157 7.86127 0.65933
C 12.26722 8.51287 0.87012
Br 11.30944 8.71862 -0.81652
H 14.15541 8.25965 -0.19778
H 14.22979 7.95833 1.55350
H 12.38735 9.52832 1.25232
H 11.61406 7.95156 1.53955
Br -1.01552 -7.81373 0.08696
C -1.97286 -8.44955 1.66295
C -3.32539 -7.79259 1.78221
Br -3.16563 -5.96713 2.44884
H -1.32667 -8.26823 2.52239
H -2.08038 -9.52544 1.51505
H -3.94148 -8.31014 2.51974
H -3.86639 -7.73879 0.83645
Br -4.80034 -1.55137 6.55599
C -6.04304 -0.72030 7.80857
C -6.28284 0.72860 7.46217
Br -4.77913 1.84398 8.00739
H -5.63045 -0.86355 8.80769
H -6.96625 -1.29490 7.71549
H -7.13952 1.11943 8.01427
H -6.43417 0.89971 6.39584
```

Results
**E**: -1260702.595 eV
**Kohn-Sham gap**: 0.2452 Eh
**HOMO level**: -10.994 eV
**2S+1**: 1
**LUMO**: -4.32 eV
**Total charge**: +1

***

2.
Below is 5 unconnected molecules or ions with the total composition C41H78BrF3O3 in a non-equilibrium geometry, with properties calculated with wB97M-V/def2-TZVPD.

Geometry as XYZ:
```
126
C41H78BrF3O3, DFT wB97M-V/def2-TZVPD
C 2.10787 -2.66331 2.60164
C 2.31935 -2.10249 1.06057
C 3.78606 -2.07156 0.28851
C 3.89119 -1.47004 -1.23313
C 2.55996 -0.86807 -2.04698
C 2.85352 -0.25983 -3.53877
C 3.45912 1.29515 -3.43092
C 1.62589 -0.40968 -4.61293
C 1.12212 -0.91090 -1.26331
O -0.09370 -0.37447 -1.89269
C -0.74367 -1.59008 -2.48597
C -2.15820 -1.99459 -1.76283
O -3.19658 -2.07486 -2.84342
C -4.55891 -1.96540 -2.22551
O -5.35100 -3.04706 -2.00267
C -5.18483 -0.50751 -1.80777
C -5.03557 0.49638 -3.11083
C -4.81185 2.02627 -2.47411
Br -2.84084 2.40341 -2.42132
C -2.16895 -3.45565 -1.02069
F -0.84434 -3.94590 -0.57603
F -3.01831 -3.34338 0.22310
F -2.77343 -4.55588 -1.84001
C 1.01558 -1.51691 0.25670
H 2.05811 -3.83920 2.59890
H 3.02529 -2.24323 3.22534
H 1.14273 -2.14933 3.04279
H 4.76869 -2.45492 0.82666
H 4.94528 -1.43897 -1.75507
H 3.76164 -0.89471 -3.98318
H 4.57568 1.14529 -3.03629
H 2.92066 1.93687 -2.60922
H 3.55734 1.81971 -4.47373
H 0.75703 0.33125 -4.26590
H 1.22233 -1.50194 -4.74510
H 1.99017 0.02458 -5.65788
H -0.96588 -1.37507 -3.63887
H 0.03674 -2.47702 -2.47878
H -2.47595 -1.13342 -1.03803
H -4.50741 -0.10006 -0.91361
H -6.29160 -0.65654 -1.45597
H -4.10992 0.23881 -3.80322
H -6.04556 0.41703 -3.72528
H -5.45063 2.81468 -3.05700
H -5.19017 1.96917 -1.34666
H -0.05429 -1.52852 0.78244
C -1.15988 7.74797 2.44271
C -1.58555 8.15226 1.03989
C -2.71988 7.28767 0.48357
C -2.38581 5.80010 0.31752
C -1.18076 5.49927 -0.57705
C -1.37405 5.95777 -2.01430
H -0.76886 6.72737 2.46903
H -0.36962 8.41498 2.80240
H -2.00164 7.81504 3.13890
H -0.71981 8.12698 0.37082
H -1.92455 9.19500 1.06491
H -3.03597 7.70078 -0.48147
H -3.59112 7.37426 1.14623
H -3.26802 5.29193 -0.09108
H -2.21268 5.35346 1.30280
H -1.01078 4.41573 -0.57713
H -0.27258 5.95132 -0.16462
H -2.25028 5.47872 -2.46172
H -0.49854 5.69091 -2.61521
H -1.50155 7.04193 -2.07934
C 6.07390 -5.70864 0.66754
C 5.19146 -6.26620 1.77341
C 5.18227 -5.39444 3.03185
C 6.53917 -5.24137 3.73000
C 7.20229 -6.55252 4.15904
C 6.38790 -7.32676 5.18403
H 7.12180 -5.65385 0.97433
H 6.02062 -6.35267 -0.21631
H 5.74499 -4.70642 0.37577
H 5.50484 -7.28653 2.01529
H 4.16442 -6.34124 1.39600
H 4.45220 -5.80544 3.73894
H 4.81414 -4.39392 2.76896
H 6.40271 -4.60578 4.61368
H 7.22729 -4.69753 3.07353
H 8.18092 -6.31948 4.59600
H 7.39926 -7.18729 3.28869
H 6.22150 -6.72639 6.08365
H 6.92086 -8.23685 5.47817
H 5.41554 -7.62779 4.78429
C -6.53483 9.66959 1.51644
C -5.57789 9.80614 2.69039
C -5.66382 8.63681 3.67478
C -7.02160 8.46421 4.36664
C -7.51149 9.68286 5.15265
C -6.59594 10.05622 6.30835
H -7.57802 9.65867 1.84335
H -6.41126 10.51424 0.83081
H -6.33655 8.74935 0.95824
H -5.75905 10.75513 3.20457
H -4.55365 9.85763 2.30162
H -4.88063 8.75681 4.43247
H -5.42610 7.70593 3.14315
H -6.95587 7.60542 5.04609
H -7.77918 8.19872 3.62111
H -8.50675 9.45868 5.55532
H -7.63721 10.54442 4.48846
H -6.49594 9.22339 7.01110
H -7.00812 10.91160 6.85356
H -5.59801 10.33632 5.95964
C 2.89978 -10.10183 -4.28229
C 2.22766 -8.74345 -4.40711
C 3.22335 -7.58096 -4.43789
C 4.07669 -7.41854 -3.17399
C 3.28809 -7.23273 -1.87533
C 2.43970 -5.97042 -1.86665
H 3.46018 -10.19217 -3.34794
H 2.14649 -10.89631 -4.29503
H 3.58662 -10.27390 -5.11679
H 1.50894 -8.61205 -3.59226
H 1.64550 -8.72615 -5.33644
H 2.67344 -6.65200 -4.62897
H 3.89694 -7.71199 -5.29509
H 4.73998 -6.55605 -3.31406
H 4.73476 -8.28756 -3.06462
H 3.99942 -7.17988 -1.04216
H 2.65428 -8.10450 -1.68156
H 3.06186 -5.08168 -2.00991
H 1.92326 -5.87091 -0.90633
H 1.67800 -5.98958 -2.65109
```

Results
**E**: -128106.268 eV
**Kohn-Sham gap**: 0.3104 Eh
**HOMO level**: -8.352 eV
**2S+1**: 1
**SMILES**: Cc1ccc(C(C)C)c(OC[C@@H](OC(=O)CCCBr)C(F)(F)F)c1.CCCCCC.CCCCCC.CCCCCC.CCCCCC
**LUMO**: 0.10 eV
**Total charge**: 0